(1)
ORCA calculation (ωB97M-V/def2-TZVPD) on 2 unconnected molecules or ions with the total composition H3NOS in a non-equilibrium geometry.

Geometry (Å):
N: 0.62802 -0.45007 0.33012
O: -1.42629 0.88418 0.16128
S: -0.79854 -0.50697 -0.46044
H: 1.87097 -0.33414 -0.58418
H: 0.84028 -1.32759 0.81821
H: -1.11444 1.73459 -0.26499

Properties
LUMO level (alpha / beta) = 0.2742 / -2.5735 eV
⟨S²⟩ = 2.01
spin multiplicity = 3
highest occupied orbital energy (alpha / beta) = -6.02 / -10.57 eV
energy relative to the best compared isomer or geometry (same formula, charge and spin) = 96.2 kcal per mole
total energy = -14415.49979 eV
net charge = 0
orbital gap (alpha / beta) = 6.3 / 8.0 eV

---

(2)
ORCA calculation (ωB97M-V/def2-TZVPD) on a molecular structure, C54H59As2NSiTeV in a non-equilibrium geometry.

Geometry (Å):
V: 14.88774 12.70256 16.01302
C: 13.33970 10.49814 19.34008
C: 14.24773 11.42408 20.15864
As: 15.97163 10.75010 20.84235
C: 17.01897 12.42709 20.90467
C: 18.39735 12.22606 20.99320
C: 19.26927 13.27903 21.27720
C: 18.75434 14.57996 21.51041
C: 17.40482 14.79222 21.23866
C: 16.54858 13.73716 20.96772
C: 15.53231 10.71406 22.78590
C: 16.60784 10.77819 23.67766
C: 16.31063 11.08742 25.02735
C: 15.01477 11.33626 25.43632
C: 13.94909 11.16788 24.54170
C: 14.20252 10.74572 23.23606
As: 13.92536 10.31862 17.42994
C: 12.40897 9.05461 17.02716
C: 12.63891 7.83604 16.32291
C: 11.62864 6.92019 16.11091
C: 10.36523 7.14761 16.62069
C: 10.11993 8.29618 17.35516
C: 11.12055 9.25984 17.58540
C: 15.25362 8.87198 17.57946
C: 16.30195 8.85616 16.66631
C: 17.21394 7.81334 16.66126
C: 17.10112 6.76098 17.59635
C: 16.08072 6.81070 18.54536
C: 15.14243 7.84752 18.51285
H: 12.33864 10.96146 19.22086
H: 13.22816 9.52857 19.79710
H: 13.72464 11.81172 21.02657
H: 14.52305 12.30205 19.53918
H: 18.77876 11.22488 20.91628
H: 20.36637 13.06060 21.27698
H: 19.37609 15.44620 21.79572
H: 17.01232 15.82139 21.27510
H: 15.52667 14.00779 20.73796
H: 17.63061 10.78321 23.31482
H: 17.16575 11.16533 25.72853
H: 14.81032 11.72782 26.46370
H: 12.89405 11.33763 24.80331
H: 13.41080 10.52096 22.54287
H: 13.64864 7.65819 15.94584
H: 11.89129 6.06588 15.46907
H: 9.55828 6.38058 16.46139
H: 9.12791 8.53705 17.74714
H: 10.87712 10.24314 18.07835
H: 16.42803 9.76051 16.03153
H: 17.98503 7.83876 15.86101
H: 17.83058 5.97309 17.62695
H: 16.03715 6.09550 19.39314
H: 14.32092 7.85792 19.23279
C: 14.41185 12.37371 14.18291
Si: 12.83132 13.35185 13.73310
C: 12.76334 14.65833 15.09680
N: 13.54116 14.26521 16.28318
C: 14.24080 15.47792 16.82409
C: 13.25426 16.60753 17.29102
C: 11.99420 16.05749 18.01318
C: 12.15495 14.55378 18.42765
C: 12.56655 13.63480 17.28386
C: 11.21491 12.38225 13.78081
C: 11.24940 10.97952 13.79380
C: 10.07856 10.23861 13.79614
C: 8.85942 10.89675 13.98144
C: 8.80740 12.30716 14.00212
C: 9.97691 13.04004 13.85818
C: 13.09354 14.13866 12.04241
C: 14.32131 14.74336 11.75395
C: 14.68263 15.06422 10.44700
C: 13.80576 14.80752 9.37038
C: 12.54994 14.24015 9.66193
C: 12.18458 13.97084 10.98757
H: 15.26500 12.66506 13.55996
H: 14.23561 11.27833 14.11172
H: 11.73239 14.81812 15.38154
H: 13.16071 15.60318 14.71678
H: 14.90787 15.85788 16.03869
H: 14.87371 15.12975 17.68645
H: 12.96233 17.17232 16.40197
H: 13.88812 17.22676 17.95590
H: 11.07341 16.19913 17.40459
H: 11.77501 16.62778 18.95682
H: 11.27783 14.20022 18.97135
H: 12.95729 14.51006 19.16889
H: 11.71924 13.26316 16.70680
H: 13.11670 12.74582 17.65639
H: 12.22833 10.47846 13.79667
H: 10.12696 9.15997 13.69906
H: 7.95324 10.31983 14.16564
H: 7.87450 12.87862 14.13503
H: 9.87675 14.10404 13.72286
H: 15.02135 14.95636 12.54892
H: 15.70062 15.42562 10.27632
H: 14.09294 14.92242 8.31898
H: 11.91858 13.94804 8.82442
H: 11.19056 13.59161 11.27815
C: 23.99856 13.30395 16.44337
C: 22.49161 13.08708 16.49396
C: 21.64115 14.16172 16.69081
C: 20.24693 14.00446 16.69253
C: 19.29548 15.17806 16.77994
C: 19.74574 12.70352 16.50098
Te: 17.43335 12.56465 16.21480
C: 20.52820 11.53330 16.41721
C: 20.00710 10.11825 16.31706
C: 21.89213 11.80259 16.41000
H: 24.20033 14.29740 16.07202
H: 24.42902 12.58207 15.74263
H: 24.52421 13.15708 17.40884
H: 22.10736 15.09408 16.86771
H: 19.79036 16.07397 17.22667
H: 18.41933 14.91433 17.40018
H: 18.88607 15.48790 15.79662
H: 20.40613 9.60607 15.44207
H: 18.91929 10.16531 16.25118
H: 20.25104 9.48650 17.19387
H: 22.56580 10.95284 16.35078

Properties
LUMO level (alpha / beta) = -11.3495 / -11.5968 eV
spin multiplicity = 1
highest occupied orbital energy (alpha / beta) = -14.10 / -14.09 eV
total energy = -220949.13857 eV
net charge = +3
orbital gap (alpha / beta) = 2.8 / 2.5 eV

---

(3)
ORCA calculation (ωB97M-V/def2-TZVPD) on a gas-phase ion, C6H10NO2 (charge +1) in a non-equilibrium geometry.

Geometry (Å):
C: -1.35306 0.75944 1.25350
N: -0.77651 0.34421 -0.03102
C: -1.41672 -0.49885 -0.77268
O: -2.58338 -0.96009 -0.35278
C: 0.49300 0.93114 -0.30489
C: 1.48649 0.40553 -1.24380
C: 1.68232 0.13031 0.21701
C: 1.46428 -1.28087 0.68015
O: 0.49113 -1.95337 0.51000
H: -2.35897 1.19730 1.02269
H: -0.81829 1.68962 1.54978
H: -1.18466 -0.01940 1.91459
H: -0.85336 -0.68440 -1.63263
H: -2.97907 -1.69632 -0.83059
H: 0.61183 1.94216 -0.21920
H: 2.29675 1.16728 -1.70288
H: 1.13202 -0.45798 -1.79850
H: 2.38148 0.79866 0.57515
H: 2.28472 -1.81436 1.16612

Properties
LUMO level = -3.7621 eV
spin multiplicity = 1
SMILES = C/[N+](=C\O)[C@@H]1C[C@@H]1C=O
highest occupied orbital energy = -13.89 eV
energy relative to the best compared isomer or geometry (same formula, charge and spin) = 25.0 kcal per mole
total energy = -11960.06306 eV
net charge = +1
orbital gap = 10.1 eV

---

(4)
ORCA calculation (ωB97M-V/def2-TZVPD) on a molecular structure, C33H44N5O10P2S3Tl.

Geometry (Å):
Tl: -0.61305 0.49604 1.03652
N: 2.64846 -2.97743 -3.10301
C: 2.85139 -1.49588 -2.84807
C: 3.77596 -0.95027 -3.92757
P: 3.52243 -1.39865 -1.12315
O: 5.10193 -1.71025 -1.35256
O: 2.96192 -2.65215 -0.49818
O: 3.38698 -0.05450 -0.50302
P: 1.08859 -0.83504 -3.05866
O: 1.30007 0.47895 -3.97090
O: 0.48833 -1.89126 -3.93432
O: 0.49887 -0.46443 -1.74195
H: 3.44815 -3.40091 -3.56656
H: 1.76420 -3.01771 -3.66987
H: 2.52117 -3.40756 -2.17175
H: 4.73419 -1.47463 -3.91601
H: 3.96425 0.10776 -3.75288
H: 3.31690 -1.03674 -4.91382
H: 5.62562 -0.91304 -1.22526
H: 1.55054 1.24366 -3.43309
O: -3.55005 0.61876 0.28513
S: -3.79042 -0.45980 -0.72591
C: -2.94130 0.01101 -2.25693
C: -3.23312 1.42416 -2.75151
C: -2.43591 2.52416 -2.05159
C: -0.96953 2.48841 -2.45242
S: -0.04773 3.76217 -1.56797
O: 0.14139 3.22679 -0.18394
C: 1.51398 3.54266 -2.42211
C: 2.44607 2.64817 -1.91790
C: 3.67392 2.52306 -2.55364
C: 3.95531 3.27735 -3.68517
C: 3.00930 4.16085 -4.18815
C: 1.78625 4.30545 -3.54901
C: -5.47333 -0.23289 -1.30017
C: -6.21555 0.81130 -0.77809
C: -7.52915 0.98106 -1.19652
C: -8.08506 0.11034 -2.12199
C: -7.33348 -0.94309 -2.62906
C: -6.02408 -1.12304 -2.21325
H: -3.25285 -0.74364 -2.98356
H: -1.88045 -0.16602 -2.05257
H: -4.30065 1.63158 -2.65009
H: -3.01864 1.45485 -3.82415
H: -2.53289 2.42327 -0.96968
H: -2.85693 3.49512 -2.32797
H: -0.83845 2.67506 -3.52219
H: -0.48544 1.54331 -2.19004
H: 2.21252 2.02326 -1.06653
H: 4.38899 1.81887 -2.14875
H: 4.91276 3.17898 -4.18071
H: 3.22956 4.74598 -5.07118
H: 1.05244 5.01230 -3.91875
H: -5.75245 1.47145 -0.05593
H: -8.11840 1.79614 -0.79696
H: -9.10879 0.24569 -2.44561
H: -7.77073 -1.62784 -3.34387
H: -5.43871 -1.95193 -2.59442
N: 1.78646 1.73513 1.74901
N: 2.03750 2.23724 3.02446
C: 1.04061 2.76052 3.76559
N: 1.48959 3.32289 4.93710
S: -0.55563 2.80685 3.33251
H: 2.50240 1.06989 1.47542
H: 1.70383 2.48710 1.06624
H: 2.98316 2.51160 3.24839
H: 2.26333 2.84812 5.38280
H: 0.73907 3.55487 5.56751
C: -0.35819 -3.57511 5.20795
O: 0.30904 -3.40001 3.96867
C: -0.45889 -3.33179 2.85743
C: -1.76787 -3.79112 2.77960
C: -2.44185 -3.77422 1.56713
C: -1.82142 -3.30774 0.41955
C: -0.52523 -2.82109 0.49389
C: 0.14505 -2.80703 1.71045
N: 1.47568 -2.33095 1.70602
C: 2.19889 -1.65453 2.56857
C: 1.89928 -0.98316 3.76433
C: 3.00749 -0.66097 4.59814
C: 2.84476 -0.09920 5.82774
C: 1.52225 0.17853 6.27657
C: 0.43907 -0.04341 5.48634
C: 0.56955 -0.57881 4.15186
O: -0.41669 -0.65262 3.38048
H: 0.39203 -3.41891 5.97878
H: -0.77048 -4.58285 5.30075
H: -1.15541 -2.83590 5.31862
H: -2.26316 -4.16906 3.66222
H: -3.46059 -4.13792 1.52500
H: -2.34400 -3.30272 -0.52629
H: -0.03599 -2.40621 -0.38129
H: 1.99327 -2.54540 0.83110
H: 3.24282 -1.62223 2.26165
H: 4.00222 -0.91662 4.24642
H: 3.69492 0.10010 6.46613
H: 1.37939 0.59554 7.26804
H: -0.56156 0.21196 5.81234

Properties
LUMO level = 0.1387 eV
spin multiplicity = 1
highest occupied orbital energy = -7.45 eV
energy relative to the best compared isomer or geometry (same formula, charge and spin) = 0.0 kcal per mole
total energy = -118643.60931 eV
net charge = 0
orbital gap = 7.6 eV

---

(5)
ORCA calculation (ωB97M-V/def2-TZVPD) on a molecular structure, C30H35N6O2PtTe.

Geometry (Å):
Pt: -0.06989 -0.15152 -0.80853
N: 1.73950 -1.54081 -0.15651
C: 2.21157 -1.40079 1.21934
C: 2.66333 -2.69787 1.89615
C: 1.69808 -3.87823 1.85482
C: 0.51749 -3.74894 2.81188
N: -0.53748 -2.85968 2.28477
C: -1.37897 -3.21378 1.31357
N: -1.59449 -4.51316 1.06260
N: -2.01563 -2.29363 0.59942
C: 1.21009 -0.65117 2.10358
O: 1.37019 -0.71146 3.33780
O: 0.26250 0.00324 1.55770
H: 1.42478 -2.48145 -0.36087
H: 2.46090 -1.32659 -0.83353
H: 3.08128 -0.73833 1.21084
H: 2.87510 -2.44401 2.93533
H: 3.60665 -3.02277 1.45300
H: 2.27174 -4.76608 2.12924
H: 1.31231 -4.08558 0.85025
H: 0.83624 -3.33793 3.76745
H: 0.08416 -4.72506 3.02874
H: -0.42203 -1.87265 2.45795
H: -1.29684 -5.21480 1.71694
H: -2.28922 -4.78342 0.38842
H: -1.56301 -1.38071 0.45871
H: -2.60942 -2.58515 -0.15984
C: -0.81152 2.79437 -0.60907
N: -1.75492 1.68088 -0.63518
C: -2.67681 1.78212 0.48400
C: -2.46331 1.64182 -1.92714
C: -1.68063 0.93435 -3.01878
C: -2.16928 1.03404 -4.34129
C: -1.60437 0.24455 -5.37830
C: -0.50592 -0.51259 -5.16418
C: 0.20735 -0.45232 -3.83235
C: -0.60026 0.15687 -2.69618
H: -1.34239 3.76026 -0.61948
H: -0.15367 2.73919 -1.47311
H: -0.19590 2.72590 0.29085
H: -3.22750 2.73505 0.48887
H: -2.11771 1.70716 1.42008
H: -3.40189 0.96924 0.44869
H: -2.70377 2.66572 -2.24838
H: -3.41710 1.13130 -1.77455
H: -3.03374 1.65392 -4.55025
H: -2.07336 0.24028 -6.35485
H: -0.07743 -1.12814 -5.94484
H: 1.08692 0.20228 -3.96461
N: 3.97882 -8.31721 -0.12860
C: 3.51901 -7.38944 -0.62595
C: 2.93877 -6.21517 -1.23031
C: 1.56269 -6.01423 -1.17126
C: 1.00641 -4.88905 -1.75079
C: 1.80916 -3.94907 -2.40498
C: 3.19015 -4.16193 -2.45611
C: 3.75121 -5.28486 -1.87487
C: 1.21432 -2.78064 -2.99160
C: 0.74971 -1.75804 -3.42136
H: 0.93934 -6.74755 -0.67648
H: -0.06334 -4.72638 -1.71887
H: 3.81714 -3.43525 -2.95460
H: 4.81951 -5.44921 -1.91481
Te: -0.00050 1.62069 3.80458
C: -0.87299 3.46972 4.14477
C: -1.08553 4.37375 3.09396
C: -1.64063 5.61120 3.36485
C: -1.98850 5.94646 4.66934
C: -1.78247 5.05112 5.71291
C: -1.22362 3.81150 5.45904
H: -0.81844 4.11330 2.07948
H: -1.80402 6.31704 2.56147
H: -2.42405 6.91537 4.87436
H: -2.05330 5.32235 6.72428
H: -1.06030 3.11696 6.27492

Properties
LUMO level (alpha / beta) = -2.1838 / -5.8376 eV
⟨S²⟩ = 6.06
spin multiplicity = 5
highest occupied orbital energy (alpha / beta) = -8.10 / -9.72 eV
energy relative to the best compared isomer or geometry (same formula, charge and spin) = 24.4 kcal per mole
total energy = -55242.45394 eV
net charge = +1
orbital gap (alpha / beta) = 5.9 / 3.9 eV